# 1
{
  "formula": "C2H2F2N2O",
  "method": "wB97M-V/def2-TZVPD",
  "orbital_gap_ha": [0.2914, 0.2437],
  "lumo_ev": [-1.34, -2.10],
  "total_energy_ev": -12560.2008,
  "largest_force_ev_per_a": 1.85,
  "species": ["C", "C", "N", "N", "O", "F", "F", "H", "H"],
  "xyz": [[0.41789, 1.19507, -0.34470], [-0.67158, 0.52287, -0.69925], [1.12590, 1.29240, 0.61336], [-0.22181, -0.73606, 1.16238], [-0.82892, -0.62304, 0.00866], [-1.46929, 0.70373, -1.73113], [0.03079, -1.81722, -1.30763], [2.09970, 1.13158, 0.80667], [-0.48269, -1.66933, 1.49163]],
  "forces_ev_per_angstrom": [[-0.4, -0.8, 0.1], [0.6, 0.9, -0.3], [0.5, 1.6, 0.8], [0.3, 0.0, -0.1], [-1.1, -0.8, 0.1], [0.1, -0.5, 0.4], [0.2, -0.2, -0.1], [0.3, -0.3, -0.5], [-0.4, 0.0, -0.3]]
}

***

# 2
{
  "formula": "C2H2F2O",
  "method": "wB97M-V/def2-TZVPD",
  "smiles": "FC1=CO1.F",
  "orbital_gap_ha": 0.3504,
  "lumo_ev": 0.02,
  "total_energy_ev": -9584.2248,
  "largest_force_ev_per_a": 2.18,
  "species": ["F", "C", "C", "O", "H", "F", "H"],
  "xyz": [[1.81405, 0.22174, -1.17090], [1.02775, 0.29874, -0.08853], [1.00812, 0.62518, 1.13495], [-0.24239, 0.01198, 0.04456], [0.66388, 1.00622, 2.01913], [-2.25423, -0.95686, -1.39138], [-2.01718, -1.20701, -0.54783]],
  "forces_ev_per_angstrom": [[-1.2, 0.0, 1.5], [0.3, -0.1, -2.2], [0.2, -0.7, -0.5], [0.9, -0.1, -0.6], [-0.1, 1.0, 1.8], [-0.5, 0.1, -0.9], [0.4, -0.1, 0.8]]
}

***

# 3
{
  "formula": "C2H2F2O2",
  "method": "wB97M-V/def2-TZVPD",
  "orbital_gap_ha": [0.2906, 0.2906],
  "lumo_ev": [-2.49, -2.49],
  "total_energy_ev": -11629.5859,
  "largest_force_ev_per_a": 3.45,
  "species": ["C", "C", "O", "O", "F", "F", "H", "H"],
  "xyz": [[0.86642, 0.13851, 0.11457], [-0.31064, -0.44470, 0.01351], [2.06023, -0.51753, 0.15191], [-2.38435, 1.06455, 0.16440], [1.06706, 1.44080, 0.22837], [-0.79582, -1.64580, -0.07905], [1.92138, -1.45602, 0.14646], [-2.42428, 1.42017, -0.74016]],
  "forces_ev_per_angstrom": [[0.7, -0.1, 0.3], [-2.9, 1.8, 0.0], [-0.5, 1.2, -0.1], [2.4, -1.7, -0.2], [-0.5, -0.8, -0.2], [0.6, 0.7, 0.1], [-0.1, -0.9, 0.0], [0.3, -0.2, 0.1]]
}

***

# 4
{
  "formula": "C2H2F2OS",
  "method": "wB97M-V/def2-TZVPD",
  "orbital_gap_ha": 0.2955,
  "lumo_ev": -0.52,
  "total_energy_ev": -20420.0775,
  "largest_force_ev_per_a": 2.53,
  "species": ["C", "C", "O", "F", "F", "S", "H", "H"],
  "xyz": [[-0.07737, 0.40065, 0.41278], [1.34587, -2.18780, 1.42137], [-0.16581, -0.05192, -0.77971], [2.49411, -1.56925, 1.14153], [1.12776, -2.34282, 2.67808], [0.60630, -2.80609, 0.11621], [-0.26466, 1.53329, 0.42915], [0.20050, -1.04029, -0.72918]],
  "forces_ev_per_angstrom": [[0.5, 0.6, 1.0], [0.9, 0.1, -2.4], [0.8, -1.1, 0.0], [-0.5, 0.1, 1.7], [0.2, 0.3, -0.3], [-0.7, -0.7, 0.8], [-0.3, -1.1, -0.6], [-1.0, 1.7, -0.2]]
}

***

# 5
{
  "formula": "C2H2F2S",
  "method": "wB97M-V/def2-TZVPD",
  "orbital_gap_ha": [0.3044, 0.2938],
  "lumo_ev": [-0.52, -0.40],
  "total_energy_ev": -18372.6863,
  "largest_force_ev_per_a": 3.06,
  "species": ["C", "C", "F", "F", "S", "H", "H"],
  "xyz": [[0.10322, -0.27012, -0.02915], [3.27621, 0.10586, -0.34068], [3.30540, 1.39064, 0.03404], [4.23265, -0.63654, 0.13793], [1.72002, -0.79718, -0.02353], [-0.13487, 0.80261, 0.10469], [-0.65332, -0.92580, -0.40452]],
  "forces_ev_per_angstrom": [[2.0, 2.0, 0.1], [-2.9, 0.8, -0.7], [0.7, -0.5, 0.1], [1.0, 0.3, 0.6], [-0.9, -1.2, 0.1], [0.1, -0.9, 0.0], [0.0, -0.5, -0.3]]
}

***

# 6
{
  "formula": "C2H2F3N2",
  "method": "wB97M-V/def2-TZVPD",
  "smiles": "N=[N+]=CC(F)(F)F",
  "orbital_gap_ha": 0.3783,
  "lumo_ev": -6.95,
  "charge": 1,
  "total_energy_ev": -13227.8648,
  "largest_force_ev_per_a": 4.84,
  "species": ["N", "N", "C", "C", "F", "F", "F", "H", "H"],
  "xyz": [[-0.03761, 1.95544, 1.09574], [0.27851, 0.88625, 0.73953], [0.38646, -0.29879, 0.55465], [-0.37841, -1.00034, -0.88711], [0.66907, -1.45668, -1.63707], [-1.14733, -1.98523, -0.51582], [-1.01369, -0.07864, -1.50142], [0.42363, 2.89576, 0.74577], [0.81937, -0.91777, 1.40573]],
  "forces_ev_per_angstrom": [[-0.4, 2.6, -0.6], [0.0, 2.7, 0.4], [-0.6, -4.7, -1.1], [3.2, -0.7, 1.3], [-1.5, 0.7, 1.2], [0.2, 0.3, 0.1], [-0.6, 0.9, -0.4], [-0.1, -2.4, 0.6], [-0.1, 0.6, -1.5]]
}

***

# 7
{
  "formula": "C2H2F3N2",
  "method": "wB97M-V/def2-TZVPD",
  "smiles": "N=[N+]=CC(F)(F)F",
  "orbital_gap_ha": 0.3774,
  "lumo_ev": -6.78,
  "charge": 1,
  "total_energy_ev": -13227.2734,
  "largest_force_ev_per_a": 4.70,
  "species": ["N", "N", "C", "C", "F", "F", "F", "H", "H"],
  "xyz": [[-1.91919, 0.24614, 1.07736], [-1.23672, 0.00614, 0.16867], [-0.40952, -0.02511, -0.70214], [1.38457, -0.03110, -0.12897], [1.48331, -0.80896, 0.90876], [2.12869, -0.27420, -1.17145], [1.34157, 1.31458, 0.04423], [-2.37746, -0.45082, 1.54646], [-0.39524, 0.02333, -1.74292]],
  "forces_ev_per_angstrom": [[0.4, 3.6, 0.2], [-0.2, -0.5, -0.6], [4.5, -1.1, 0.8], [-3.7, 2.1, -1.7], [0.6, 1.0, -0.8], [-0.3, -0.7, 1.2], [1.1, -1.5, 1.1], [-1.6, -3.0, 1.4], [-0.9, 0.1, -1.6]]
}

***

# 8
{
  "formula": "C2H2F3NO",
  "method": "wB97M-V/def2-TZVPD",
  "orbital_gap_ha": [0.3609, 0.3609],
  "lumo_ev": [0.23, 0.23],
  "total_energy_ev": -13792.3957,
  "largest_force_ev_per_a": 4.43,
  "species": ["C", "C", "N", "O", "F", "F", "F", "H", "H"],
  "xyz": [[-0.06208, -0.24568, -0.00402], [2.70294, 0.16545, 0.05815], [1.01328, -0.96283, -0.00338], [1.33192, -2.12356, -0.06697], [3.04017, 0.25997, -1.21390], [2.46737, 1.37512, 0.53019], [3.65347, -0.45863, 0.72051], [-0.91144, -0.81892, 0.23931], [0.08007, 0.74031, -0.21289]],
  "forces_ev_per_angstrom": [[1.4, -3.1, 0.6], [-2.2, -1.2, -0.9], [3.7, 2.5, -0.2], [-0.7, -0.5, 0.5], [0.1, -0.1, -0.2], [-0.1, -0.2, 0.3], [-0.7, 0.1, 0.1], [-1.4, -0.1, -0.3], [-0.1, 2.6, 0.0]]
}

***

# 9
{
  "formula": "C2H2F3NOS",
  "method": "wB97M-V/def2-TZVPD",
  "orbital_gap_ha": [0.1744, 0.1889],
  "lumo_ev": [-2.61, -2.64],
  "total_energy_ev": -24626.4419,
  "largest_force_ev_per_a": 2.26,
  "species": ["C", "C", "N", "O", "F", "F", "F", "S", "H", "H"],
  "xyz": [[0.70848, 0.50085, -0.21743], [0.05743, 1.92294, -0.20345], [1.78296, 0.14298, -0.60390], [-1.27350, -3.05172, 0.40819], [-0.93803, 1.90586, -1.08343], [0.99004, 2.81319, -0.57319], [-0.38720, 2.19171, 0.98854], [-1.55451, -1.68090, 1.30026], [2.08402, -0.82935, -0.73236], [-1.46968, -3.91555, 0.71677]],
  "forces_ev_per_angstrom": [[-0.8, -0.2, 0.6], [0.8, -1.4, -0.7], [0.0, -0.6, -0.4], [0.4, 1.5, -1.6], [0.1, 0.3, 0.1], [-0.5, 0.0, 0.1], [-0.3, 0.5, 0.6], [0.7, 0.4, -0.4], [-0.1, 0.4, 0.3], [-0.3, -0.9, 1.4]]
}

***

# 10
{
  "formula": "C2H2F3NS2",
  "method": "wB97M-V/def2-TZVPD",
  "orbital_gap_ha": 0.3335,
  "lumo_ev": 0.20,
  "total_energy_ev": -33418.5615,
  "largest_force_ev_per_a": 4.17,
  "species": ["C", "C", "N", "F", "F", "F", "S", "S", "H", "H"],
  "xyz": [[-0.98515, 0.98561, 0.01675], [1.69352, -0.60444, 0.06655], [-1.59878, -0.19550, 0.12937], [2.97478, -0.56691, -0.04707], [1.14535, -1.16629, -0.97874], [1.28828, -1.31744, 1.13057], [-1.78657, 2.44945, 0.07825], [0.81158, 1.34799, 0.06004], [-2.55553, -0.05221, -0.18242], [-0.98749, -0.88026, -0.27330]],
  "forces_ev_per_angstrom": [[0.9, 3.1, 1.2], [-2.9, 2.8, 0.9], [1.0, 0.6, -0.7], [1.0, 0.0, 0.2], [-0.2, -0.9, -1.3], [0.6, 0.4, -0.1], [0.4, -0.8, -0.3], [-0.2, -3.2, 0.2], [0.0, -0.8, 0.1], [-0.6, -1.2, -0.1]]
}